105
Properties=species:S:1:pos:R:3:mulliken_charge:R:1 method="wB97M-V/def2-TZVPD" s_squared=0.756 spin_multiplicity=2 homo_ha="-0.54404 / -0.54403" total_charge=+2 lumo_ha="-0.306 / -0.388"
Zr -1.2721 1.2689 1.0452 -0.474
Zr -0.2944 -2.0416 3.4820 1.258
N -1.8257 -2.8779 2.4216 0.491
S -2.7034 -2.4221 0.9543 0.797
O -2.2130 -1.0522 0.5862 -0.662
O -4.0977 -2.7222 0.6305 -0.521
F -1.8698 -3.2917 -0.1177 -0.137
S -2.8847 -4.0029 2.7082 0.832
O -2.8620 -5.1298 1.8555 -0.434
O -4.0514 -3.6142 3.5199 -0.532
F -1.8638 -4.5426 3.8627 -0.350
N 1.1936 -3.4617 3.7132 -0.062
S 1.6621 -4.7395 2.6787 0.985
O 1.2356 -6.0126 3.1748 -0.514
O 2.7693 -4.5358 1.7919 -0.461
F 0.4754 -4.4871 1.6502 -0.203
S 2.5388 -3.7610 4.4992 0.706
O 3.7065 -3.0064 4.0512 -0.457
O 2.6950 -4.9192 5.3441 -0.489
F 2.1124 -2.6265 5.6201 -0.370
B 0.3213 2.4805 2.1153 2.257
H 0.5580 1.4427 2.2918 -0.344
H -0.7267 2.5461 2.3635 0.389
H 0.9460 3.0694 2.7688 -0.157
H 0.3781 2.6725 1.0550 -0.208
O -3.2568 1.8086 1.8808 -0.384
C -3.7909 1.1749 3.0323 -0.552
C -2.6034 0.3305 3.8479 -0.709
O -1.4381 -0.0675 3.1084 0.513
H -4.5825 0.4401 2.8855 0.374
H -4.2601 1.8674 3.7312 0.480
H -3.0717 -0.5539 4.2800 0.470
H -2.4122 0.9896 4.6948 0.398
O 0.0601 0.7477 -0.5777 -0.633
C 1.1318 -0.1825 -0.7683 -0.392
C 1.2193 -1.4191 0.1981 -1.219
O 0.6415 -1.3806 1.5292 1.287
H 1.9238 0.5558 -0.6425 0.489
H 1.0959 -0.5417 -1.7967 0.136
H 2.1957 -1.8970 0.2776 0.586
H 0.6176 -2.2627 -0.1401 0.354
C -4.3720 6.2434 -1.1957 -1.506
C -3.4619 5.0912 -0.7057 0.177
O -2.0718 5.3345 -1.0416 -0.252
C -1.1914 4.4655 -0.7035 0.241
O -1.3931 3.2762 -0.2917 -1.276
C 0.1989 4.9257 -1.0835 1.014
F 0.2577 6.1289 -1.5789 -0.248
F 0.7587 4.9296 0.0693 -0.252
F 0.8731 4.1379 -1.9228 -0.235
H -5.4298 6.0884 -0.9834 0.411
H -4.3959 6.5786 -2.2326 0.367
H -4.1144 7.1283 -0.6137 0.376
H -3.8413 4.2106 -1.2241 0.033
H -3.5649 4.9460 0.3697 0.298
C -2.5720 1.3580 -5.1183 -1.488
C -2.3642 1.0558 -3.5922 0.136
O -3.6131 1.2326 -2.9143 -0.302
C -3.6731 1.0490 -1.5656 0.433
O -2.7262 1.0106 -0.7642 0.168
C -5.0491 1.0020 -0.9659 0.517
F -6.0774 0.6378 -1.8233 -0.266
F -5.1011 0.1754 0.0653 -0.191
F -5.3356 2.2372 -0.5200 -0.223
H -3.3063 0.6530 -5.5082 0.407
H -1.6188 1.1663 -5.6109 0.379
H -2.7305 2.4276 -5.2558 0.390
H -1.6670 1.8272 -3.2651 0.068
H -2.1010 -0.0014 -3.5586 0.386
C 5.1932 0.0384 2.4259 -1.617
C 3.6755 0.0524 2.5142 0.921
O 3.3381 0.8246 3.6662 -0.246
C 2.1779 0.6777 4.3552 0.295
O 1.3797 -0.3088 4.1742 -0.542
C 1.8770 1.8784 5.4201 0.659
F 2.1352 1.3674 6.6298 -0.240
F 2.7156 2.8920 5.3027 -0.215
F 0.5910 2.2743 5.3697 -0.154
H 5.6360 1.0146 2.6233 0.402
H 5.5217 -0.2942 1.4412 0.441
H 5.6272 -0.6735 3.1280 0.335
H 3.4168 -1.0034 2.5942 -0.190
H 3.2650 0.4672 1.5936 -0.033
C 2.8658 0.0676 -5.3623 -0.112
C 2.4777 1.0965 -4.3308 0.158
O 3.4861 1.1889 -3.3339 -0.208
S 4.8775 0.4240 -3.7789 1.022
O 4.9803 -0.8244 -3.0083 -0.493
O 5.9915 1.3507 -3.8972 -0.519
O 4.2781 0.2096 -5.3558 -0.391
H 2.5537 0.3744 -6.3606 0.309
H 2.6064 -0.9636 -5.1228 0.155
H 1.5575 0.8673 -3.7935 -0.140
H 2.3105 2.1023 -4.7162 0.275
C 2.8003 -4.6565 -3.4535 -0.287
C 1.6503 -4.6357 -2.3911 -0.079
O 0.7130 -3.7725 -2.8505 -0.181
S 0.5307 -3.8853 -4.4925 1.109
O 0.0646 -2.6028 -5.0406 -0.476
O -0.1542 -5.0953 -4.8215 -0.547
O 2.1918 -4.1463 -4.6677 -0.395
H 3.2825 -5.6214 -3.6097 0.292
H 3.5950 -3.9405 -3.2437 0.275
H 1.9243 -4.3027 -1.3900 0.053
H 1.1524 -5.6000 -2.2888 0.267

68
Properties=species:S:1:pos:R:3:mulliken_charge:R:1 method="wB97M-V/def2-TZVPD" homo_ha=-0.44586 total_charge=+1 lumo_ha=-0.152
C 5.2496 -1.3007 0.9924 -1.053
C 4.3335 -1.4641 -0.2472 0.647
O 4.6970 -2.1971 -1.1069 -0.485
O 3.1287 -0.7909 -0.2710 -0.183
C 3.0830 0.2097 -1.3028 -0.882
C 1.6156 0.6257 -1.6430 0.364
C 0.8860 -0.6268 -2.2623 -0.616
C -0.4866 -0.2844 -2.9346 -1.075
C -1.7572 -0.3772 -2.0026 -0.021
C -1.4645 -0.6617 -0.4952 -0.635
N -2.6709 -0.7380 0.3537 0.364
C -3.3064 -2.0523 0.5941 -0.714
C -3.7107 -2.8461 -0.6967 -0.831
C -2.6058 -3.7849 -1.2918 -0.070
C -1.8829 -4.6821 -0.2456 -0.430
O -0.9975 -5.6308 -0.8678 -0.335
C 0.3114 -5.4412 -0.4318 0.193
C 1.1066 -4.1513 -0.8082 -0.386
O 0.8620 -6.2758 0.2045 -0.484
C -3.1586 0.3330 0.9354 0.758
N -4.2570 0.4117 1.7853 -0.542
C -4.4395 1.6553 2.2198 0.388
Br -5.8155 2.1190 3.4409 -0.016
N -3.4775 2.4392 1.6451 -0.636
Br -3.3445 4.2499 1.9891 0.166
N -2.7343 1.6322 0.8715 0.434
H 5.9202 -2.1798 1.1182 0.353
H 4.6456 -1.2514 1.9312 0.307
H 5.9023 -0.4044 0.9228 0.265
H 3.5155 -0.2238 -2.2410 0.382
H 3.7231 1.1032 -1.0819 0.411
H 1.0798 1.0516 -0.7753 -0.441
H 1.7012 1.3527 -2.4869 0.398
H 1.5653 -0.9562 -3.0892 0.781
H 0.8598 -1.4691 -1.5431 -0.151
H -0.4129 0.7357 -3.3727 0.464
H -0.6114 -0.9876 -3.7917 0.368
H -2.3058 0.5961 -2.0889 0.330
H -2.4369 -1.1378 -2.4492 -0.068
H -0.9754 -1.6624 -0.4275 -0.284
H -0.7526 0.0990 -0.1084 0.380
H -4.2361 -1.9273 1.1949 0.422
H -2.6144 -2.6165 1.2666 0.375
H -4.6073 -3.4510 -0.4183 0.442
H -4.0493 -2.1102 -1.4556 0.346
H -3.1202 -4.4722 -2.0057 0.470
H -1.8807 -3.1690 -1.8765 -0.221
H -2.6077 -5.1911 0.4249 0.291
H -1.2717 -4.0041 0.4037 0.268
H 2.1440 -4.3871 -1.1155 0.470
H 1.1032 -3.4489 0.0571 0.179
H 0.5397 -3.6485 -1.6239 0.173
H -1.9508 1.9593 0.3086 0.381
C 2.6462 5.2979 1.7893 -0.635
C 1.3581 5.8882 2.3715 -0.784
C 0.1838 5.2347 1.6361 -0.381
S 0.7523 3.6201 1.1149 1.376
O 0.7910 3.5908 -0.3274 -0.669
O 0.0657 2.6002 1.8830 -0.710
C 2.4204 3.7907 1.7277 -0.726
H 3.5160 5.5471 2.3962 0.388
H 2.8117 5.6925 0.7834 0.293
H 1.3001 5.6557 3.4378 0.322
H 1.3297 6.9731 2.2721 0.355
H -0.6827 5.1182 2.2848 0.021
H -0.0919 5.7978 0.7443 0.444
H 3.1130 3.2779 1.0622 0.276
H 2.4562 3.3456 2.7230 0.419

67
Properties=species:S:1:pos:R:3:mulliken_charge:R:1 method="wB97M-V/def2-TZVPD" s_squared=0.752 spin_multiplicity=2 homo_ha="-0.15375 / -0.15374" relative_energy_kj_mol=164.8 total_charge=-1 lumo_ha="0.079 / 0.079"
Rb -0.2902 -0.0676 -0.2445 0.287
N -0.1279 3.2354 4.1632 -0.488
C 0.2837 2.2663 3.2611 0.537
S 0.5765 2.7682 1.6505 -0.504
N 0.4825 1.0878 3.8055 -1.094
N 0.5226 0.0355 2.9445 0.641
C 1.4207 -0.8354 3.2016 -0.969
C 1.4498 -2.1349 2.5214 0.935
C 2.5566 -2.9717 2.7022 -0.770
C 2.5725 -4.2174 2.1077 -0.272
C 1.4760 -4.6129 1.3550 -0.809
C 0.4216 -3.7201 1.2322 -0.210
N 0.3959 -2.5125 1.7854 -0.154
H 0.1395 4.1729 3.9175 0.219
H -0.0056 2.9741 5.1299 0.249
H 2.1735 -0.6500 3.9701 0.253
H 3.3889 -2.6273 3.3025 0.352
H 3.4243 -4.8746 2.2337 0.409
H 1.4315 -5.5814 0.8758 0.395
H -0.4591 -3.9957 0.6616 0.627
C -0.8220 -3.5836 -2.3986 -1.518
C -2.1148 -2.7685 -2.3579 1.465
C -2.9861 -3.2195 -1.1827 -1.416
C -2.8678 -2.9729 -3.6757 -1.879
O -1.7311 -1.4241 -2.1841 0.485
Ge -2.9543 0.0163 -2.2856 -0.939
O -1.5213 1.2415 -2.3252 0.367
C -1.0477 1.8498 -3.5045 1.279
C -0.3058 0.8233 -4.3651 -1.079
C -2.1873 2.4756 -4.3147 -1.820
C -0.0844 2.9512 -3.0639 -1.505
O -3.0291 0.1227 -0.4199 0.285
C -3.9117 0.9660 0.2977 1.296
C -3.7723 0.5723 1.7669 -1.480
C -3.5046 2.4299 0.1180 -1.039
C -5.3593 0.7627 -0.1544 -1.807
H -1.0257 -4.6557 -2.4700 0.389
H -0.2323 -3.3995 -1.4997 0.125
H -0.2223 -3.2816 -3.2593 0.399
H -3.2014 -4.2910 -1.2315 0.484
H -3.9315 -2.6734 -1.1798 0.300
H -2.4829 -2.9961 -0.2397 0.182
H -3.0592 -4.0349 -3.8529 0.455
H -2.2723 -2.5820 -4.5035 0.349
H -3.8219 -2.4452 -3.6669 0.368
H -0.9669 -0.0085 -4.6144 0.135
H 0.5427 0.4126 -3.8125 0.106
H 0.0624 1.2721 -5.2923 0.470
H -2.8460 1.7104 -4.7271 0.371
H -1.7917 3.0750 -5.1391 0.467
H -2.7845 3.1212 -3.6678 0.333
H 0.7142 2.5279 -2.4501 0.190
H -0.6118 3.6869 -2.4551 0.380
H 0.3649 3.4562 -3.9237 0.393
H -2.7397 0.7031 2.0968 0.200
H -4.0436 -0.4774 1.8973 0.352
H -4.4161 1.1859 2.4025 0.400
H -2.4933 2.5955 0.4954 0.185
H -4.1887 3.0936 0.6547 0.466
H -3.5168 2.6983 -0.9406 0.092
H -5.6135 -0.2991 -0.1178 0.325
H -5.5062 1.1103 -1.1784 0.353
H -6.0447 1.3099 0.4980 0.449
F 3.1741 -0.1464 -0.3021 -0.135
C 2.7313 -0.0098 -1.5404 0.024
F 2.5560 -1.1945 -2.1155 -0.154
H 3.2426 0.7344 -2.1432 0.216

60
Properties=species:S:1:pos:R:3:mulliken_charge:R:1 method="wB97M-V/def2-TZVPD" smiles=CCCC#N.CCCC#N.CCCC#N.CCCC#N.CCCC#N homo_ha=-0.41009 relative_energy_kj_mol=92.8 lumo_ha=0.017
C 0.5934 2.7447 -6.6146 -1.057
C 1.6833 3.0200 -5.6024 -0.508
C 1.5912 2.2036 -4.3051 -0.374
C 0.4579 2.6698 -3.4747 0.243
N -0.4511 3.0001 -2.8623 -0.478
H -0.3728 3.0889 -6.2477 0.328
H 0.4908 1.6521 -6.7734 0.294
H 0.8086 3.2698 -7.5753 0.306
H 1.6297 4.0531 -5.2868 0.305
H 2.7301 2.8668 -5.9700 0.308
H 2.4710 2.3076 -3.6601 0.349
H 1.5257 1.1172 -4.4999 0.313
C 3.4066 -2.3437 1.9383 -1.277
C 2.5607 -3.5506 1.7697 -0.048
C 2.3094 -4.2886 3.1265 -0.627
C 3.4851 -4.9321 3.7110 0.272
N 4.4376 -5.3594 4.1788 -0.415
H 2.9008 -1.6124 2.5743 0.304
H 3.6694 -1.9089 0.9894 0.328
H 4.3546 -2.6549 2.4122 0.452
H 3.1494 -4.2414 1.1476 0.269
H 1.5961 -3.3316 1.2602 0.105
H 1.5150 -4.9798 2.9299 0.331
H 1.8573 -3.6738 3.8950 0.323
C -6.0865 -3.4260 -2.1921 -1.084
C -6.1713 -2.3245 -1.1749 -0.358
C -5.8387 -0.8980 -1.7172 -0.441
C -4.4530 -0.8119 -2.2641 0.196
N -3.3709 -0.7181 -2.6325 -0.417
H -5.0254 -3.6167 -2.3979 0.310
H -6.5539 -3.0816 -3.1365 0.276
H -6.5848 -4.3342 -1.8864 0.342
H -5.4354 -2.5854 -0.3965 0.264
H -7.1540 -2.2041 -0.7171 0.315
H -5.8244 -0.1650 -0.8998 0.276
H -6.4952 -0.4541 -2.4739 0.321
C 0.6825 2.7335 5.5431 -0.982
C 1.9037 3.6331 5.0711 -0.506
C 2.8352 3.0115 4.0387 -0.153
C 3.7132 1.9334 4.5972 0.178
N 4.4415 1.1204 4.8666 -0.429
H 0.9882 1.7687 5.9789 0.314
H 0.0709 2.6067 4.6571 0.237
H 0.0970 3.2945 6.2863 0.315
H 2.5127 3.8756 5.9942 0.293
H 1.5321 4.5270 4.5599 0.299
H 3.4545 3.8642 3.7607 0.261
H 2.3045 2.6733 3.1482 0.174
C 0.2766 -1.2119 -0.3058 -1.299
C -0.1919 -0.0460 -1.1074 -0.185
C -1.1519 0.8659 -0.3004 -0.453
C -0.5344 1.3399 0.9274 0.110
N 0.0087 1.7094 1.8504 -0.360
H 1.0389 -0.8662 0.3852 0.268
H 0.7372 -1.9984 -0.9571 0.403
H -0.5356 -1.6703 0.2503 0.324
H -0.6978 -0.3611 -2.0128 0.365
H 0.6817 0.5346 -1.4357 0.148
H -2.1209 0.4691 -0.0417 0.245
H -1.4527 1.6960 -0.9261 0.386

60
Properties=species:S:1:pos:R:3:mulliken_charge:R:1 method="wB97M-V/def2-TZVPD" smiles=CCCC#N.CCCC#N.CCCC#N.CCCC#N.CCCC#N homo_ha=-0.39887 relative_energy_kj_mol=518.7 lumo_ha=-0.002
C 1.4440 -0.1241 1.6968 -2.193
C 0.1286 -0.1741 0.9416 1.065
C 0.1213 -0.3258 -0.6020 0.195
C 1.3811 -0.0961 -1.2974 1.109
N 2.3903 0.1032 -1.8684 -0.724
H 1.9104 -1.0426 1.3406 0.415
H 1.4043 -0.1513 2.7857 0.445
H 2.1503 0.6090 1.3071 0.485
H -0.4228 0.7174 1.2402 -1.148
H -0.4339 -0.9241 1.4978 0.160
H -0.7197 0.1942 -1.0606 -0.711
H -0.2151 -1.3277 -0.8687 -0.417
C 0.2173 2.2694 3.3410 -1.001
C 1.7892 2.2681 3.2363 0.279
C 2.3397 3.7149 3.2611 -0.496
C 3.7630 3.7487 3.3637 0.144
N 4.9362 3.7827 3.4541 -0.474
H -0.3619 2.8153 2.5963 0.189
H -0.2272 2.6647 4.2544 0.544
H -0.0600 1.2248 3.1994 0.182
H 2.0428 1.8193 2.2759 -0.296
H 2.2919 1.6797 4.0038 0.389
H 2.0356 4.2736 4.1463 0.305
H 2.0335 4.3625 2.4395 0.358
C -2.8128 2.1116 0.6515 -0.754
C -2.5087 2.9145 -0.6528 -0.760
C -1.3769 2.3068 -1.4185 0.032
C -0.1494 2.3094 -0.7207 0.434
N 0.8267 2.2937 -0.0572 -0.415
H -1.9149 2.0282 1.2638 -0.070
H -3.1197 1.1336 0.2809 0.278
H -3.5579 2.5373 1.3236 0.429
H -2.4354 3.9899 -0.4909 0.353
H -3.3295 2.8543 -1.3674 0.361
H -1.3576 2.7243 -2.4252 0.612
H -1.6288 1.2484 -1.4844 0.211
C -0.6472 -1.0165 -2.8060 -0.557
C -0.3782 -0.5857 -4.2842 -0.759
C -0.3614 -1.6353 -5.4055 -0.495
C 0.4958 -2.7885 -5.2765 0.207
N 1.1188 -3.7615 -5.1852 -0.464
H -1.6390 -1.4672 -2.7699 0.401
H -0.5347 -0.1156 -2.2027 -0.060
H -0.0066 -1.8249 -2.4538 0.484
H 0.5070 0.0476 -4.2254 0.393
H -1.1168 0.1571 -4.5855 0.331
H 0.0602 -1.1385 -6.2793 0.323
H -1.3556 -2.0384 -5.5986 0.324
C 1.1471 -3.2790 0.8978 -0.555
C -0.1650 -3.6726 0.1569 0.166
C -1.4462 -3.7331 1.0195 -0.217
C -1.2354 -4.4781 2.2590 0.144
N -0.9965 -5.1512 3.1999 -0.491
H 1.4087 -2.2927 0.5144 -0.184
H 1.9479 -3.9656 0.6235 0.411
H 0.9663 -3.2340 1.9717 0.342
H -0.0514 -4.6504 -0.3110 0.600
H -0.2604 -2.9677 -0.6690 -0.396
H -2.2691 -4.2001 0.4784 0.473
H -1.7623 -2.7418 1.3443 0.063

62
Properties=species:S:1:pos:R:3:mulliken_charge:R:1 method="wB97M-V/def2-TZVPD" homo_ha=-0.29961 lumo_ha=-0.026
C -6.3543 -4.5004 4.9396 -1.202
C -4.9033 -4.0657 4.7540 -0.196
O -4.7932 -3.1272 3.6900 -0.356
C -3.4463 -3.1072 3.2132 -0.278
C -3.3030 -1.8367 2.3813 -0.658
O -1.9928 -1.6279 1.8730 -0.265
C -1.6446 -2.5477 0.8689 -0.879
C -0.1483 -2.4205 0.6482 0.125
N 0.5423 -3.5429 0.8092 0.214
C 1.8620 -3.6086 0.6910 -0.310
C 2.5668 -2.4866 0.3976 -1.051
C 1.8600 -1.3092 0.2015 -0.221
C 0.4817 -1.2407 0.3216 0.961
C -0.3436 0.0177 0.1422 -0.323
C 0.3960 1.2353 -0.4724 -0.606
C -0.3181 1.8097 -1.7337 -0.746
C 0.1251 3.2783 -1.9333 -0.632
C 1.3327 3.4129 -2.8775 -0.661
C 1.7402 4.8785 -3.0643 -0.746
C 2.6079 5.1344 -4.3152 -0.532
C 3.4405 6.3925 -4.0562 -0.602
O 4.2974 6.6738 -5.1479 -0.354
C 5.2420 7.6609 -4.8149 -0.732
H -6.5339 -4.8719 5.9509 0.363
H -7.0132 -3.6506 4.7340 0.305
H -6.6171 -5.2938 4.2333 0.290
H -4.3058 -4.9680 4.5657 0.324
H -4.5408 -3.5676 5.6663 0.282
H -3.3020 -4.0320 2.6386 0.289
H -2.7941 -3.0895 4.0968 0.318
H -3.4948 -1.0066 3.0699 0.271
H -4.0872 -1.7547 1.6147 0.332
H -2.1697 -2.3842 -0.0878 0.274
H -1.8485 -3.5897 1.1517 0.452
H 0.0663 -4.4267 1.0476 0.241
H 2.3871 -4.5462 0.8491 0.449
H 3.6450 -2.4757 0.3177 0.439
H 2.4359 -0.4182 -0.0226 0.385
H -1.1781 -0.2211 -0.5295 0.322
H -0.7724 0.3036 1.1032 0.334
H 1.4260 1.0365 -0.7727 0.014
H 0.4145 2.0200 0.2908 0.360
H -1.4018 1.7013 -1.6582 0.481
H 0.0858 1.2247 -2.5691 0.309
H -0.6970 3.8356 -2.3994 0.406
H 0.4152 3.7431 -0.9859 0.280
H 2.1865 2.9075 -2.3971 0.212
H 1.1854 2.9121 -3.8405 0.376
H 0.8360 5.4939 -3.1684 0.352
H 2.2840 5.2752 -2.1981 0.431
H 3.2576 4.2973 -4.5905 0.358
H 1.9836 5.3748 -5.1833 0.256
H 2.7398 7.2418 -3.9669 0.311
H 3.9987 6.2961 -3.1124 0.400
H 6.1346 7.2298 -4.3335 0.266
H 4.8423 8.4166 -4.1218 0.317
H 5.5879 8.1943 -5.7046 0.269
C 0.7130 -6.4618 2.6328 0.717
O 0.4571 -6.9601 3.7328 -0.688
O 2.0866 -6.1860 2.4440 -0.470
O -0.0345 -6.1595 1.6765 -0.863
H 2.3747 -6.5128 3.3102 0.288